No. 1
A cluster of 2 separate species, C27H44N4O6S3 in total, computed with wB97M-V/def2-TZVPD.

Element x y z (Å)
C 7.49 0.33 0.73
O 6.60 1.26 0.01
C 5.56 0.51 -0.76
C 4.07 1.21 -0.64
C 3.11 1.00 -1.94
C 2.34 2.36 -2.46
C 0.70 2.33 -2.22
C -0.14 3.29 -3.26
C -1.23 4.29 -2.48
C -2.64 3.43 -2.39
C -2.91 2.48 -1.04
O -1.83 2.54 -0.01
C -2.20 3.70 0.83
C -1.21 3.96 2.12
C -0.04 2.83 2.33
O -2.09 3.93 3.33
C -4.27 1.54 -0.87
C -4.32 0.63 0.52
C -3.68 -0.85 0.11
C -2.07 -0.98 0.37
S -1.26 -2.43 -0.57
C -0.46 -3.45 0.80
S 1.24 -3.18 1.02
N -1.16 -4.46 1.67
C -2.63 -4.17 1.86
C -3.61 -4.75 0.68
O -3.27 -6.18 0.47
C -1.88 -6.18 -0.05
C -0.89 -5.89 1.26
C -5.46 1.53 -2.02
O -6.69 0.69 -1.86
C -5.22 2.52 -3.35
N -6.20 2.71 -4.52
S -5.38 3.85 -5.56
N -3.83 4.24 -4.80
C -3.83 3.42 -3.52
H 8.51 0.89 1.00
H 7.04 0.02 1.79
H 7.72 -0.67 0.16
H 5.57 -0.58 -0.31
H 5.97 0.47 -1.88
H 4.26 2.36 -0.45
H 3.58 0.77 0.36
H 3.81 0.58 -2.81
H 2.35 0.14 -1.68
H 2.80 3.27 -1.85
H 2.52 2.44 -3.61
H 0.37 1.19 -2.27
H 0.54 2.67 -1.09
H 0.62 3.88 -3.92
H -0.78 2.56 -3.95
H -0.74 4.49 -1.41
H -1.38 5.32 -3.03
H -3.32 3.54 1.16
H -2.20 4.70 0.19
H -0.66 5.01 2.06
H -0.43 1.75 2.58
H 0.60 3.17 3.28
H 0.74 2.78 1.43
H -1.48 4.01 4.12
H -5.48 0.45 0.73
H -3.76 1.14 1.42
H -3.94 -1.02 -1.03
H -4.19 -1.70 0.77
H -1.87 -1.16 1.53
H -1.44 -0.03 0.08
H -2.84 -3.02 2.11
H -2.95 -4.75 2.86
H -4.73 -4.63 1.06
H -3.55 -4.17 -0.34
H -1.66 -7.27 -0.42
H -1.72 -5.37 -0.91
H -1.17 -6.64 2.13
H 0.26 -5.97 0.96
H -6.41 -0.26 -1.60
C 6.43 -2.73 3.11
C 4.99 -2.85 2.70
N 4.35 -3.98 3.09
O 4.41 -1.99 2.04
H 6.55 -1.84 3.73
H 7.06 -2.65 2.22
H 6.76 -3.60 3.69
H 4.78 -4.72 3.62
H 3.38 -4.08 2.82

- HOMO-LUMO gap: 6.7 eV
- F_max: 0.13087 Eh/bohr
- LUMO: -1.43 eV
- Charge: 0
- Structure (SMILES): COCCCCCCCc1c(OC[C@H](C)O)c(CCCSC(=S)N2CCOCC2)c(O)c2nsnc12.CC(N)=O
- HOMO: -8.1 eV
- E: -79443.63500 eV

How positive or negative is each atom? The Löwdin charges in e answer that:
1 C -0.1489
2 O -0.2686
3 C -0.1996
4 C -0.1693
5 C -0.2034
6 C -0.2067
7 C -0.2088
8 C -0.1873
9 C -0.1489
10 C -0.0203
11 C -0.0587
12 O -0.2006
13 C -0.1473
14 C -0.3161
15 C -0.0777
16 O -0.1250
17 C -0.0177
18 C -0.1388
19 C -0.2412
20 C -0.4462
21 S 0.7485
22 C -0.9419
23 S 0.6117
24 N -0.2238
25 C -0.1613
26 C -0.1992
27 O -0.2082
28 C -0.1562
29 C -0.1391
30 C -0.0719
31 O -0.0740
32 C -0.1493
33 N -0.2824
34 S 0.8536
35 N -0.2806
36 C -0.1877
37 H 0.1046
38 H 0.0916
39 H 0.0966
40 H 0.1149
41 H 0.1334
42 H 0.1060
43 H 0.1244
44 H 0.1111
45 H 0.1079
46 H 0.1164
47 H 0.1044
48 H 0.1147
49 H 0.0970
50 H 0.1080
51 H 0.1181
52 H 0.1068
53 H 0.1173
54 H 0.1446
55 H 0.1341
56 H 0.1543
57 H 0.0909
58 H 0.0932
59 H 0.0877
60 H 0.1014
61 H 0.1238
62 H 0.1204
63 H 0.1160
64 H 0.1060
65 H 0.0966
66 H 0.0771
67 H 0.1156
68 H 0.1456
69 H 0.1415
70 H 0.0983
71 H 0.1327
72 H 0.1255
73 H 0.1441
74 H 0.1219
75 H 0.1178
76 C -0.0167
77 C -0.5959
78 N 0.1531
79 O -0.0038
80 H 0.0872
81 H 0.0814
82 H 0.0708
83 H 0.0985
84 H 0.0561

=====

No. 2
A cluster of 6 separate species, C27H44NO10 in total, computed with wB97M-V/def2-TZVPD.

Element x y z (Å)
C -0.94 0.08 4.81
C -1.55 0.39 3.64
C -3.07 0.34 3.67
C -3.54 -1.00 4.24
C -5.08 -1.17 4.24
C -5.76 0.21 4.16
C -4.97 1.12 5.09
N -3.71 1.52 4.38
H -1.19 0.70 5.67
H -0.27 -0.76 4.90
H -0.96 0.61 2.76
H -3.39 0.40 2.63
H -3.21 -1.08 5.27
H -3.02 -1.76 3.66
H -5.36 -1.56 5.21
H -5.42 -1.86 3.48
H -6.76 0.14 4.58
H -5.76 0.61 3.15
H -5.52 2.02 5.36
H -4.73 0.59 6.00
H -3.07 1.95 5.05
H -3.97 2.22 3.69
O 0.21 1.06 0.82
C -0.42 1.62 -0.03
O 0.11 2.56 -0.83
C -0.90 3.11 -1.71
C -1.98 2.04 -1.77
C -1.88 1.41 -0.39
H -1.26 4.05 -1.28
H -0.46 3.31 -2.68
H -2.96 2.44 -2.02
H -1.71 1.30 -2.52
H -2.50 1.93 0.35
H -2.12 0.35 -0.40
O -0.76 1.88 -4.49
C 0.20 1.24 -4.80
O 1.45 1.63 -4.48
C 2.42 0.73 -5.06
C 1.65 -0.57 -5.31
C 0.24 -0.04 -5.60
H 2.79 1.18 -5.98
H 3.25 0.60 -4.37
H 2.08 -1.17 -6.11
H 1.63 -1.17 -4.41
H 0.10 0.20 -6.65
H -0.53 -0.73 -5.27
O 3.03 -5.01 1.95
C 2.72 -3.86 1.96
O 3.23 -2.94 1.10
C 2.72 -1.63 1.43
C 1.44 -1.88 2.21
C 1.75 -3.20 2.92
H 3.47 -1.11 2.03
H 2.56 -1.08 0.51
H 1.17 -1.06 2.86
H 0.61 -2.03 1.51
H 2.25 -3.04 3.88
H 0.86 -3.81 3.06
O -0.09 -1.75 -3.21
C 0.40 -2.80 -2.91
O 1.10 -3.57 -3.77
C 1.48 -4.81 -3.15
C 1.44 -4.53 -1.66
C 0.33 -3.49 -1.56
H 0.76 -5.58 -3.45
H 2.46 -5.10 -3.51
H 1.28 -5.42 -1.06
H 2.39 -4.09 -1.34
H -0.65 -3.95 -1.45
H 0.50 -2.78 -0.75
O 5.47 3.90 -3.53
C 4.74 3.77 -2.59
O 4.86 2.76 -1.69
C 3.78 2.80 -0.75
C 3.27 4.23 -0.78
C 3.54 4.63 -2.23
H 3.02 2.08 -1.07
H 4.15 2.50 0.23
H 2.23 4.32 -0.48
H 3.87 4.85 -0.11
H 2.71 4.35 -2.89
H 3.77 5.68 -2.34

- HOMO-LUMO gap: 7.7 eV
- F_max: 0.03614 Eh/bohr
- LUMO: -3.66 eV
- Charge: +1
- HOMO: -11.4 eV
- E: -50670.48260 eV

How positive or negative is each atom? The Löwdin charges in e answer that:
1 C 0.0492
2 C -0.0938
3 C -0.2741
4 C -0.1338
5 C -0.1526
6 C -0.1573
7 C -0.1146
8 N 0.1098
9 H 0.0712
10 H 0.0732
11 H 0.0792
12 H 0.1459
13 H 0.1165
14 H 0.1316
15 H 0.1154
16 H 0.1166
17 H 0.1257
18 H 0.1210
19 H 0.1360
20 H 0.1382
21 H 0.1755
22 H 0.1840
23 O 0.0814
24 C -0.4856
25 O 0.0322
26 C -0.1289
27 C -0.1417
28 C -0.0770
29 H 0.1300
30 H 0.1101
31 H 0.1254
32 H 0.1009
33 H 0.1155
34 H 0.1232
35 O 0.0909
36 C -0.4687
37 O 0.0241
38 C -0.1313
39 C -0.1445
40 C -0.0682
41 H 0.1296
42 H 0.1253
43 H 0.1232
44 H 0.0816
45 H 0.1352
46 H 0.1110
47 O 0.1321
48 C -0.4899
49 O 0.0184
50 C -0.1471
51 C -0.1659
52 C -0.0702
53 H 0.1318
54 H 0.1214
55 H 0.0953
56 H 0.1035
57 H 0.1320
58 H 0.1223
59 O 0.1032
60 C -0.4708
61 O 0.0329
62 C -0.1295
63 C -0.1439
64 C -0.0632
65 H 0.1297
66 H 0.1300
67 H 0.1231
68 H 0.1155
69 H 0.1337
70 H 0.1045
71 O 0.1274
72 C -0.4873
73 O 0.0213
74 C -0.1572
75 C -0.1528
76 C -0.0667
77 H 0.1159
78 H 0.1226
79 H 0.1012
80 H 0.1184
81 H 0.1264
82 H 0.1255

=====

No. 3
A cluster of 2 separate species, C27H44P in total, computed with wB97M-V/def2-TZVPD.

Element x y z (Å)
C -2.60 -3.48 0.75
C -1.34 -3.12 -0.05
C -0.73 -1.79 0.40
C -0.55 -1.73 1.94
P 0.18 -0.10 2.53
C 1.76 -0.20 1.49
C 2.71 0.94 1.84
C 3.97 0.92 0.95
C 4.69 -0.43 0.98
C 3.75 -1.61 0.72
C 2.47 -1.57 1.56
C -0.78 1.10 1.50
C -2.29 0.90 1.62
C -3.03 1.88 0.71
C -2.62 3.34 0.98
C -1.10 3.55 1.00
C -0.42 2.51 1.92
C -1.79 -2.11 2.75
C -2.38 -3.45 2.26
H -3.39 -2.76 0.49
H -2.95 -4.46 0.43
H -0.59 -3.91 0.05
H -1.57 -3.05 -1.11
H 0.23 -1.64 -0.11
H -1.38 -0.97 0.07
H 0.21 -2.49 2.22
H 1.42 -0.06 0.45
H 2.22 1.91 1.71
H 3.01 0.85 2.89
H 3.68 1.17 -0.08
H 4.64 1.71 1.29
H 5.51 -0.43 0.25
H 5.16 -0.56 1.96
H 3.47 -1.64 -0.34
H 4.27 -2.55 0.93
H 2.71 -1.79 2.61
H 1.82 -2.38 1.20
H -0.47 0.93 0.46
H -2.58 -0.12 1.34
H -2.59 1.06 2.67
H -2.83 1.62 -0.33
H -4.11 1.76 0.87
H -3.07 4.00 0.24
H -3.02 3.63 1.96
H -0.68 3.45 -0.01
H -0.85 4.55 1.37
H -0.80 2.65 2.93
H 0.66 2.69 1.94
H -1.52 -2.18 3.81
H -2.56 -1.33 2.69
H -3.32 -3.62 2.78
H -1.69 -4.24 2.55
C 0.32 2.38 5.04
C -0.22 0.99 4.88
C 0.76 -0.11 5.23
C -1.59 0.82 5.33
C -2.11 -0.45 5.69
C -3.42 -0.60 6.12
C -4.25 0.52 6.26
C -3.73 1.80 6.03
C -2.41 1.95 5.58
H -0.24 3.14 4.49
H 0.25 2.67 6.10
H 1.37 2.43 4.73
H 0.48 -1.08 4.79
H 1.75 0.17 4.84
H 0.84 -0.25 6.31
H -1.45 -1.33 5.67
H -3.81 -1.60 6.35
H -5.28 0.41 6.60
H -4.33 2.69 6.21
H -2.01 2.96 5.48

- HOMO-LUMO gap: 6.9 eV
- F_max: 0.05342 Eh/bohr
- LUMO: -4.85 eV
- Charge: +1
- HOMO: -11.8 eV
- E: -37995.28036 eV

How positive or negative is each atom? The Löwdin charges in e answer that:
1 C -0.1919
2 C -0.1829
3 C -0.1899
4 C -0.3905
5 P 1.2551
6 C -0.3967
7 C -0.2115
8 C -0.1879
9 C -0.1978
10 C -0.1863
11 C -0.2054
12 C -0.4315
13 C -0.2112
14 C -0.1765
15 C -0.1918
16 C -0.1762
17 C -0.2241
18 C -0.2177
19 C -0.1822
20 H 0.1190
21 H 0.1144
22 H 0.1190
23 H 0.1175
24 H 0.1062
25 H 0.1026
26 H 0.1078
27 H 0.1151
28 H 0.0869
29 H 0.1106
30 H 0.1199
31 H 0.1139
32 H 0.1140
33 H 0.1170
34 H 0.1176
35 H 0.1172
36 H 0.1240
37 H 0.0939
38 H 0.1186
39 H 0.0808
40 H 0.1166
41 H 0.1202
42 H 0.1175
43 H 0.1133
44 H 0.1142
45 H 0.1221
46 H 0.1151
47 H 0.0701
48 H 0.0936
49 H 0.0855
50 H 0.0935
51 H 0.1148
52 H 0.1166
53 C -0.0510
54 C -0.2555
55 C -0.1386
56 C -0.2088
57 C -0.0264
58 C -0.0498
59 C -0.0392
60 C -0.0441
61 C -0.0108
62 H 0.0707
63 H 0.1267
64 H 0.0964
65 H 0.0543
66 H 0.0759
67 H 0.1093
68 H 0.1065
69 H 0.1208
70 H 0.1192
71 H 0.1173
72 H 0.1149

=====

Among the records above, which one has the lowest E? C27H44N4O6S3